No. 1
Computed, not measured: a structure of composition C6H9N, with the ωB97M-V functional and the def2-TZVPD basis.

Properties
- DFT total energy: -288.66162 Eh
- Max |F|: 0.54 eV/A
- Frontier orbital gap: 0.356 Eh
- ΔE to the lowest compared entry with this formula, charge and spin: 75.57 kcal per mole
- HOMO energy: -8.50 eV

Structure (ORCA input):
```
! wB97M-V def2-TZVPD RIJCOSX def2/J DEFGRID3
* xyz 0 1
C -0.47 -1.10 1.62
N -0.66 -0.46 0.32
C 0.01 0.89 0.29
C 1.31 0.25 -0.24
C 0.25 -0.62 -0.95
C -0.49 0.41 -1.81
C -0.66 1.42 -0.96
H -1.02 -0.46 2.33
H -0.97 -2.07 1.68
H 0.56 -1.19 2.00
H -0.02 1.47 1.21
H 1.85 -0.32 0.54
H 2.03 0.85 -0.81
H 0.50 -1.58 -1.40
H -0.91 0.26 -2.79
H -1.32 2.28 -1.02
*
```

---

No. 2
Computed, not measured: the molecule C6H9N at a distorted geometry, with the ωB97M-V functional and the def2-TZVPD basis.

Properties
- DFT total energy: -288.71192 Eh
- Max |F|: 4.18 eV/A
- Frontier orbital gap: 0.313 Eh
- ΔE to the lowest compared entry with this formula, charge and spin: 44.00 kcal per mole
- SMILES string: Cc1cc[nH]c1C
- HOMO energy: -7.43 eV

Structure (ORCA input):
```
! wB97M-V def2-TZVPD RIJCOSX def2/J DEFGRID3
* xyz 0 1
C -0.95 -1.87 0.45
C -0.05 -0.73 0.12
C 1.36 -0.86 -0.05
C 2.05 0.30 -0.12
N 1.21 1.34 -0.12
C -0.32 0.58 -0.09
C -1.40 1.53 -0.28
H -0.74 -2.76 -0.15
H -1.99 -1.62 0.30
H -0.83 -2.15 1.49
H 1.81 -1.79 -0.26
H 3.13 0.39 -0.19
H 1.68 2.26 -0.05
H -2.33 1.06 -0.56
H -1.11 2.17 -1.11
H -1.51 2.14 0.61
*
```

---

No. 3
Computed, not measured: the molecule C6H9N, with the ωB97M-V functional and the def2-TZVPD basis.

Properties
- DFT total energy: -288.71971 Eh
- Max |F|: 0.62 eV/A
- Frontier orbital gap: 0.378 Eh
- ΔE to the lowest compared entry with this formula, charge and spin: 39.12 kcal per mole
- SMILES string: C=NC1CC=CC1
- HOMO energy: -9.17 eV

Structure (ORCA input):
```
! wB97M-V def2-TZVPD RIJCOSX def2/J DEFGRID3
* xyz 0 1
C -1.31 0.73 1.55
N -1.44 0.79 0.29
C -0.78 -0.10 -0.65
C 0.35 0.74 -1.25
C 1.42 0.51 -0.23
C 1.29 -0.70 0.31
C -0.03 -1.33 -0.08
H -1.92 1.43 2.12
H -0.67 0.05 2.13
H -1.55 -0.37 -1.38
H 0.11 1.79 -1.37
H 0.68 0.34 -2.23
H 2.19 1.22 0.00
H 2.11 -1.18 0.83
H -0.55 -1.78 0.78
H 0.09 -2.11 -0.84
*
```

---

No. 4
Computed, not measured: the molecule C6H9N at a distorted geometry, with the ωB97M-V functional and the def2-TZVPD basis.

Properties
- DFT total energy: -288.75157 Eh
- Max |F|: 3.21 eV/A
- Frontier orbital gap: 0.319 Eh
- ΔE to the lowest compared entry with this formula, charge and spin: 19.12 kcal per mole
- SMILES string: Cc1c[nH]c(C)c1
- HOMO energy: -7.63 eV

Structure (ORCA input):
```
! wB97M-V def2-TZVPD RIJCOSX def2/J DEFGRID3
* xyz 0 1
C 1.47 -1.21 -1.80
C 0.85 -0.38 -0.68
C 1.02 0.97 -0.45
N -0.12 1.39 0.17
C -0.84 0.33 0.71
C -1.87 0.44 1.79
C -0.25 -0.80 0.12
H 1.11 -2.22 -1.74
H 1.23 -0.73 -2.75
H 2.54 -1.17 -1.59
H 1.83 1.62 -0.75
H -0.20 2.28 0.65
H -2.88 0.23 1.49
H -1.59 -0.33 2.52
H -1.77 1.42 2.26
H -0.53 -1.84 0.05
*
```

---

No. 5
Computed, not measured: a structure of composition C6H9N at a distorted geometry, with the ωB97M-V functional and the def2-TZVPD basis.

Properties
- DFT total energy: -288.63780 Eh
- Max |F|: 1.44 eV/A
- Frontier orbital gap: 0.316 Eh
- ΔE to the lowest compared entry with this formula, charge and spin: 90.51 kcal per mole
- HOMO energy: -7.49 eV

Structure (ORCA input):
```
! wB97M-V def2-TZVPD RIJCOSX def2/J DEFGRID3
* xyz 0 1
C -1.01 0.80 -1.57
N -0.38 -0.01 -0.62
C -0.65 -0.10 0.81
C -0.02 -1.51 0.59
C 0.90 -0.60 -0.31
C 1.52 0.43 0.67
C 0.48 0.76 1.43
H -1.04 1.84 -1.20
H -0.47 0.76 -2.54
H -1.98 0.28 -1.63
H -1.67 0.02 1.22
H -0.70 -2.06 -0.08
H 0.43 -2.01 1.45
H 1.49 -0.99 -1.15
H 2.54 0.81 0.65
H 0.41 1.48 2.24
*
```

---

No. 6
Computed, not measured: the molecule C6H9N at a distorted geometry, with the ωB97M-V functional and the def2-TZVPD basis.

Properties
- DFT total energy: -288.54859 Eh
- Max |F|: 1.12 eV/A
- Frontier orbital gap (alpha / beta): 0.276 / 0.278 Eh
- ΔE to the lowest compared entry with this formula, charge and spin: 146.49 kcal per mole
- HOMO energy (alpha / beta): -7.86 / -7.74 eV

Structure (ORCA input):
```
! wB97M-V def2-TZVPD RIJCOSX def2/J DEFGRID3
* xyz 0 1
C 2.58 0.85 0.54
C 2.04 -0.29 0.04
C 1.17 -0.86 -0.87
C -0.30 -1.03 -0.77
N -0.99 -0.50 0.40
C -2.39 -0.16 0.24
C -1.36 0.90 0.37
H 2.49 1.84 0.12
H 2.92 -0.96 0.13
H 3.36 0.70 1.27
H -0.70 -0.62 -1.72
H -0.50 -2.11 -0.84
H -3.04 -0.40 1.08
H -2.87 -0.28 -0.73
H -1.14 1.47 -0.54
H -1.27 1.45 1.30
*
```

---

No. 7
Computed, not measured: a structure of composition C6H9N at a distorted geometry, with the ωB97M-V functional and the def2-TZVPD basis.

Properties
- DFT total energy: -288.65817 Eh
- Max |F|: 5.43 eV/A
- Frontier orbital gap: 0.381 Eh
- ΔE to the lowest compared entry with this formula, charge and spin: 77.73 kcal per mole
- HOMO energy: -9.36 eV

Structure (ORCA input):
```
! wB97M-V def2-TZVPD RIJCOSX def2/J DEFGRID3
* xyz 0 1
C -1.10 -1.07 -0.03
C 0.27 -1.64 -0.25
C 1.30 -0.81 -0.30
C 0.99 0.76 -0.22
C 0.17 1.02 0.96
C -0.92 0.50 0.02
H -1.73 -1.21 1.04
H -1.67 -1.25 -0.96
H 0.49 -2.72 -0.41
H 2.35 -1.05 -0.50
H 1.96 1.19 -0.46
H 0.21 0.42 1.93
H 0.02 2.08 1.11
H -1.90 0.90 -0.01
H -0.29 1.91 -0.82
N -0.15 0.96 -1.10
*
```

---

No. 8
Computed, not measured: a structure of composition C6H9N at a distorted geometry, with the ωB97M-V functional and the def2-TZVPD basis.

Properties
- DFT total energy: -288.64183 Eh
- Max |F|: 2.79 eV/A
- Frontier orbital gap: 0.379 Eh
- ΔE to the lowest compared entry with this formula, charge and spin: 87.98 kcal per mole
- HOMO energy: -9.12 eV

Structure (ORCA input):
```
! wB97M-V def2-TZVPD RIJCOSX def2/J DEFGRID3
* xyz 0 1
C 0.07 1.70 0.78
C -0.38 -0.25 0.55
C -0.58 -1.48 -0.36
C 0.77 -1.32 -1.18
C 1.24 -0.05 -1.14
C 0.18 0.72 -0.45
H -0.15 2.78 0.57
H 0.85 1.48 1.47
H -1.52 0.81 2.08
H 0.28 -0.56 1.45
H -0.55 -2.41 0.26
H -1.66 -1.28 -0.82
H 1.23 -2.22 -1.64
H 2.17 0.20 -1.64
H -0.72 0.97 -1.01
N -1.23 0.92 1.08
*
```